Entry from the OMol25 dataset: the molecule C3H4N2OS at a distorted geometry (wB97M-V/def2-TZVPD).

Geometry (Å):
N (-0.4179, 1.5149, -1.2304)
N (-0.5914, -0.6625, -0.6388)
H (-0.1708, -1.5393, -0.9091)
S (0.0526, 1.7625, 0.2664)
C (-0.1701, -0.0577, 0.6483)
H (-0.9585, -0.2550, 1.3886)
O (1.2015, -0.4885, 2.4899)
H (2.0383, -0.3869, 0.7672)
H (-1.2752, 0.1542, -2.4948)
C (1.0431, -0.4124, 1.2942)
C (-0.7516, 0.3706, -1.5813)

Properties
LUMO (spin up / spin down)   0.0160 / -0.0969 hartree
Charge   0
Spin multiplicity   3
<S²>   2.018
E_HOMO (spin up / spin down)   -4.911 / -9.256 eV
Orbital gap (spin up / spin down)   0.1965 / 0.2432 Ha
Molar mass   116.14 g mol⁻¹

Mulliken atomic charge list, values in e, 6 entries: number 1, N, carries -0.26; number 2, N, carries -0.23; number 3, H, carries 0.28; number 4, S, carries -0.01; number 5, C, carries 0.04; number 6, H, carries 0.28